No. 1
Molecular formula: C64H161N11O21
Method: DFT, ωB97M-V with the def2-TZVPD basis set

## Properties
- orbital gap (spin up / spin down) (eV) = 7.43 / 2.29
- net charge = +1
- ⟨S²⟩ = 0.754
- E_LUMO (spin up / spin down) (eV) = -2.24 / -7.38
- energy relative to the best compared isomer or geometry (same formula, charge and spin) (kcal per mole) = 0.0
- multiplicity = 2

Last column: Löwdin spin population.
Geometry (Å):
C 11.605 -0.441 23.941  0.001
O 12.792 -1.080 23.419  0.014
C 13.078 -2.323 24.070  0.003
C 14.322 -2.927 23.454  0.081
N 15.433 -2.154 24.031  0.669
C 16.729 -2.528 23.461  0.070
C 17.204 -3.976 23.780  0.013
O 18.522 -4.079 23.188  0.002
C 18.965 -5.429 23.203  0.001
H 10.731 -1.090 23.999  0.000
H 11.431 0.499 23.415  0.000
H 11.725 -0.268 25.010  0.000
H 12.257 -3.017 23.892  0.001
H 13.159 -2.218 25.152  0.000
H 14.425 -2.875 22.370  0.038
H 14.289 -3.999 23.653  0.015
H 15.243 -1.163 23.992  0.019
H 17.402 -1.849 23.984  0.003
H 16.733 -2.296 22.396  0.037
H 16.514 -4.681 23.317  0.000
H 17.155 -4.150 24.855  0.000
H 18.167 -6.096 22.878  0.000
H 19.242 -5.758 24.205  0.000
H 19.873 -5.502 22.604  0.000
C 29.163 -15.724 28.534  0.000
O 29.155 -15.338 27.181  0.000
C 30.316 -14.668 26.734  0.000
C 30.204 -14.187 25.318  0.000
N 29.091 -13.219 25.115  0.000
C 28.875 -12.958 23.636  0.000
C 27.497 -12.300 23.269  0.000
O 26.523 -13.344 22.882  0.000
C 25.517 -12.790 21.986  0.000
H 29.803 -16.560 28.818  0.000
H 28.205 -16.080 28.911  0.000
H 29.554 -14.913 29.149  0.000
H 31.204 -15.298 26.791  0.000
H 30.357 -13.798 27.389  0.000
H 29.984 -15.101 24.767  0.000
H 31.153 -13.747 25.013  0.000
H 28.234 -13.613 25.476  0.000
H 28.923 -13.824 22.976  0.000
H 29.585 -12.253 23.203  0.000
H 27.635 -11.708 22.364  0.000
H 27.063 -11.638 24.017  0.000
H 25.089 -11.871 22.386  0.000
H 24.738 -13.552 21.939  0.000
H 25.843 -12.560 20.972  0.000
C 19.805 -12.216 16.413  0.000
O 21.021 -11.794 16.966  0.000
C 22.125 -12.021 16.077  0.000
C 23.451 -11.861 16.833  0.000
N 23.433 -12.815 17.998  0.000
C 23.706 -14.211 17.668  0.000
C 23.716 -15.049 18.949  0.000
O 22.357 -15.176 19.509  0.000
C 21.531 -16.288 19.027  0.000
H 19.929 -13.299 16.439  0.000
H 19.705 -11.878 15.382  0.000
H 18.988 -12.019 17.107  0.000
H 22.115 -11.339 15.227  0.000
H 22.069 -13.036 15.683  0.000
H 23.483 -10.810 17.120  0.000
H 24.182 -12.225 16.111  0.000
H 22.494 -12.787 18.368  0.000
H 24.744 -14.274 17.340  0.000
H 23.037 -14.587 16.894  0.000
H 24.400 -14.724 19.734  0.000
H 24.021 -16.084 18.791  0.000
H 21.440 -16.326 17.942  0.000
H 20.521 -16.238 19.435  0.000
H 21.919 -17.265 19.316  0.000
C 14.261 -12.743 20.412  0.000
O 15.097 -11.808 19.756  0.000
C 15.563 -10.744 20.554  0.000
C 16.043 -9.616 19.639  0.000
N 17.268 -9.958 18.968  0.000
C 17.753 -8.862 18.103  0.000
C 17.049 -8.511 16.828  0.000
O 17.089 -7.127 16.576  0.000
C 18.291 -6.729 15.971  0.000
H 13.847 -13.458 19.701  0.000
H 13.363 -12.262 20.801  0.000
H 14.911 -13.349 21.043  0.000
H 16.362 -11.090 21.210  0.000
H 14.839 -10.270 21.217  0.000
H 16.339 -8.816 20.317  0.000
H 15.268 -9.189 19.003  0.000
H 17.029 -10.709 18.336  0.000
H 18.773 -9.167 17.867  0.000
H 17.841 -7.882 18.571  0.000
H 15.979 -8.601 17.017  0.000
H 17.374 -9.191 16.040  0.000
H 18.616 -7.297 15.100  0.000
H 19.072 -6.865 16.720  0.000
H 18.229 -5.676 15.699  0.000
C 18.720 -13.636 20.543  0.000
O 17.893 -14.755 20.558  0.000
C 16.932 -15.014 19.510  0.000
C 17.637 -15.416 18.164  0.000
N 16.714 -15.554 17.073  0.000
C 17.303 -15.829 15.799  0.000
C 16.384 -16.567 14.818  0.000
O 16.465 -17.950 15.175  0.000
C 15.454 -18.753 14.555  0.000
H 19.448 -13.695 21.352  0.000
H 18.161 -12.704 20.617  0.000
H 19.368 -13.511 19.675  0.000
H 16.410 -14.061 19.427  0.000
H 16.236 -15.729 19.949  0.000
H 18.106 -16.396 18.255  0.000
H 18.423 -14.727 17.855  0.000
H 16.041 -16.289 17.236  0.000
H 18.259 -16.342 15.908  0.000
H 17.398 -14.867 15.295  0.000
H 16.784 -16.380 13.822  0.000
H 15.348 -16.230 14.776  0.000
H 14.448 -18.338 14.612  0.000
H 15.586 -19.697 15.083  0.000
H 15.674 -18.881 13.496  0.000
C 17.108 -7.133 29.330  0.000
O 18.212 -7.363 28.529  0.000
C 17.975 -8.108 27.323  0.000
C 19.148 -9.019 27.188  0.000
N 18.931 -10.169 28.121  0.000
C 20.040 -11.128 27.779  0.000
C 19.853 -12.282 28.703  0.000
O 20.117 -11.935 30.080  0.000
C 19.888 -12.961 31.001  0.000
H 17.360 -6.441 30.132  0.000
H 16.627 -8.014 29.755  0.000
H 16.430 -6.599 28.664  0.000
H 17.927 -7.387 26.507  0.000
H 17.067 -8.710 27.329  0.000
H 20.108 -8.555 27.414  0.000
H 19.074 -9.308 26.139  0.000
H 19.059 -9.852 29.071  0.000
H 21.022 -10.727 28.026  0.000
H 19.958 -11.591 26.795  0.000
H 20.484 -13.133 28.449  0.000
H 18.816 -12.599 28.596  0.000
H 19.741 -12.557 32.002  0.000
H 20.727 -13.657 31.035  0.000
H 18.972 -13.494 30.749  0.000
C 23.018 -8.390 17.027  0.000
O 23.868 -8.366 15.882  0.000
C 24.880 -7.412 15.783  0.000
C 25.733 -7.679 14.525  0.000
N 24.836 -7.769 13.424  0.000
C 25.461 -8.383 12.272  0.000
C 24.549 -8.581 11.000  0.000
O 23.449 -9.488 11.140  0.000
C 22.688 -9.719 9.944  0.000
H 22.132 -9.023 16.997  0.000
H 22.655 -7.427 17.387  0.000
H 23.560 -8.728 17.910  0.000
H 25.607 -7.536 16.586  0.000
H 24.462 -6.405 15.807  0.000
H 26.322 -8.593 14.591  0.000
H 26.399 -6.859 14.254  0.000
H 24.074 -8.369 13.707  0.000
H 25.879 -9.353 12.540  0.000
H 26.300 -7.803 11.888  0.000
H 25.214 -8.882 10.191  0.000
H 24.067 -7.615 10.850  0.000
H 21.671 -10.021 10.192  0.000
H 23.022 -10.557 9.331  0.000
H 22.604 -8.826 9.326  0.000
C 19.637 -5.085 18.886  0.000
O 18.215 -5.427 19.005  0.000
C 17.464 -4.301 19.517  0.000
C 15.963 -4.888 19.554  0.001
N 15.452 -5.222 18.295  0.001
C 14.236 -6.077 18.391  0.000
C 13.732 -6.424 16.992  0.000
O 12.743 -7.420 16.994  0.000
C 13.032 -8.731 17.317  0.000
H 20.077 -4.784 19.837  0.000
H 19.827 -4.208 18.267  0.000
H 20.173 -5.890 18.382  0.000
H 17.496 -3.494 18.785  0.000
H 17.842 -4.036 20.505  0.000
H 15.345 -4.075 19.936  0.001
H 15.974 -5.637 20.346  0.000
H 16.252 -5.650 17.850  0.000
H 13.395 -5.578 18.873  0.000
H 14.498 -6.949 18.991  0.000
H 14.516 -6.737 16.303  0.000
H 13.282 -5.587 16.458  0.000
H 13.274 -8.903 18.365  0.000
H 13.842 -9.127 16.702  0.000
H 12.157 -9.353 17.129  0.000
C 23.490 -6.690 20.602  0.000
O 23.177 -7.471 21.748  0.000
C 24.370 -7.943 22.339  0.000
C 24.097 -8.616 23.635  0.000
N 23.445 -9.874 23.352  0.000
C 23.021 -10.578 24.561  0.000
C 22.405 -11.860 24.299  0.000
O 22.102 -12.544 25.502  0.000
C 21.135 -13.577 25.358  0.000
H 23.914 -5.699 20.763  0.000
H 22.513 -6.525 20.147  0.000
H 23.999 -7.342 19.893  0.000
H 25.007 -7.101 22.608  0.000
H 24.828 -8.585 21.586  0.000
H 23.519 -7.936 24.260  0.000
H 25.074 -8.783 24.089  0.000
H 22.653 -9.728 22.743  0.000
H 22.318 -10.046 25.202  0.000
H 23.921 -10.743 25.153  0.000
H 23.022 -12.557 23.732  0.000
H 21.494 -11.657 23.735  0.000
H 21.328 -14.268 24.538  0.000
H 20.170 -13.094 25.204  0.000
H 20.937 -14.115 26.285  0.000
C 14.682 -9.426 25.260  0.000
O 15.190 -8.148 25.550  0.000
C 16.057 -7.589 24.628  0.000
C 15.436 -7.381 23.197  0.002
N 14.237 -6.506 23.236  0.021
C 13.416 -6.336 22.026  0.001
C 12.912 -7.663 21.436  0.001
O 12.064 -8.371 22.373  0.000
C 11.845 -9.718 22.028  0.000
H 14.174 -9.632 24.317  0.000
H 13.893 -9.732 25.947  0.000
H 15.450 -10.195 25.338  0.000
H 16.837 -8.349 24.598  0.000
H 16.395 -6.638 25.040  0.000
H 15.089 -8.342 22.817  0.001
H 16.155 -6.968 22.489  0.000
H 13.616 -6.895 23.931  0.000
H 14.056 -5.914 21.251  0.000
H 12.608 -5.661 22.306  0.000
H 13.678 -8.391 21.170  0.000
H 12.401 -7.413 20.507  0.000
H 11.800 -9.923 20.959  0.000
H 10.969 -10.177 22.487  0.000
H 12.701 -10.328 22.317  0.000
C 19.208 -9.317 22.850  0.000
C 19.822 -8.587 21.606  0.000
C 20.635 -9.575 20.697  0.000
O 21.596 -10.312 21.345  0.000
C 22.243 -11.211 20.549  0.000
N 18.703 -8.069 20.913  0.000
H 19.913 -9.939 23.402  0.000
H 18.513 -10.106 22.562  0.000
H 18.854 -8.721 23.691  0.000
H 20.441 -7.786 22.011  0.000
H 21.130 -9.051 19.879  0.000
H 19.902 -10.329 20.411  0.000
H 21.546 -11.731 19.892  0.000
H 22.691 -11.983 21.175  0.000
H 22.913 -10.623 19.923  0.000
H 19.078 -7.543 20.137  0.000
H 18.198 -8.833 20.488  0.000

Atoms 1-6, force components in eV/Å:
C 0.5 -0.4 0.9
O -0.2 -0.3 0.5
C -1.3 0.3 -1.5
C -0.7 1.1 2.2
N 0.2 -2.4 -3.7
C 1.1 0.3 2.5

No. 2
Molecular formula: C64H51Cl2MgN6O2P2
Method: DFT, ωB97M-V with the def2-TZVPD basis set

## Properties
- orbital gap (eV) = 6.08
- net charge = +1
- E_LUMO (eV) = -2.51

Last column: Löwdin charge in e.
Geometry (Å):
Mg -1.534 -0.198 -0.502  0.584
C -3.957 1.313 0.817  -0.228
N -2.871 0.382 1.191  -0.054
C -3.429 -0.876 1.711  -0.096
C -2.327 -1.872 1.804  -0.301
N -1.262 -1.855 1.032  0.127
C -0.465 -2.921 1.490  -0.212
C 0.797 -3.365 1.096  -0.032
C 1.330 -4.461 1.746  -0.062
C 0.641 -5.113 2.780  -0.072
C -0.603 -4.680 3.192  -0.007
C -1.127 -3.575 2.531  -0.184
N -2.314 -2.880 2.696  0.191
C -3.969 0.920 -1.597  -0.447
N -3.016 -0.139 -1.847  0.025
C -3.562 -0.922 -2.883  -0.238
C -3.068 -2.028 -3.552  -0.034
C -3.833 -2.628 -4.561  -0.104
C -5.073 -2.132 -4.911  -0.111
C -5.572 -0.995 -4.265  -0.025
C -4.804 -0.422 -3.279  -0.205
N -5.037 0.740 -2.544  0.098
H -3.504 2.289 0.637  0.120
H -4.687 1.410 1.623  0.144
H -2.300 0.809 1.920  0.067
H -4.184 -1.221 1.004  0.144
H -3.908 -0.751 2.686  0.140
H 1.344 -2.879 0.303  0.081
H 2.304 -4.830 1.448  0.110
H 1.094 -5.972 3.260  0.110
H -1.141 -5.177 3.991  0.116
H -3.021 -3.057 3.389  0.174
H -2.109 -2.440 -3.299  0.072
H -3.436 -3.495 -5.076  0.096
H -5.655 -2.609 -5.690  0.097
H -6.536 -0.579 -4.532  0.109
H -5.962 0.922 -2.193  0.099
Cl -5.933 3.374 -1.723  0.791
C -4.219 3.433 -1.987  -0.543
C -3.770 4.690 -2.435  -0.124
C -2.444 4.919 -2.558  -0.589
Cl -1.909 6.447 -3.169  0.743
C -1.510 3.947 -2.125  -0.151
C -0.130 4.234 -2.070  -0.004
C 0.724 3.334 -1.526  -0.028
C 0.186 2.142 -1.038  -0.159
N -1.087 1.797 -1.110  0.072
C -1.984 2.682 -1.677  -0.120
C -3.383 2.369 -1.735  -0.063
O -4.636 0.823 -0.284  -0.062
H -4.493 5.457 -2.679  0.108
H 0.225 5.186 -2.440  0.096
H 1.785 3.527 -1.444  0.124
H 0.846 1.424 -0.565  0.076
C 5.274 -2.370 2.287  -0.001
C 5.117 -1.015 1.568  -0.432
C 6.498 -0.358 1.402  -0.020
C 4.486 -1.258 0.210  -0.093
C 5.245 -1.884 -0.771  -0.013
C 4.721 -2.194 -2.008  -0.048
C 3.399 -1.900 -2.266  -0.083
C 2.583 -1.280 -1.322  -0.264
P 0.816 -0.979 -1.823  1.118
C 0.990 0.231 -3.181  -0.388
C -0.151 0.517 -3.937  -0.094
C -0.109 1.490 -4.923  -0.055
C 1.069 2.189 -5.164  -0.071
C 2.203 1.912 -4.413  -0.075
C 2.164 0.939 -3.421  -0.090
C 0.452 -2.545 -2.707  -0.374
C -0.046 -3.615 -1.965  -0.104
C -0.312 -4.837 -2.564  -0.060
C -0.111 -4.994 -3.927  -0.067
C 0.351 -3.925 -4.684  -0.062
C 0.636 -2.712 -4.080  -0.097
C 3.157 -0.940 -0.079  -0.177
O 2.353 -0.301 0.854  -0.012
C 2.906 0.167 2.046  -0.158
C 2.093 0.951 2.885  -0.291
C 2.623 1.453 4.067  -0.085
C 3.922 1.173 4.437  -0.050
C 4.697 0.380 3.612  -0.013
C 4.222 -0.125 2.408  -0.095
P 0.322 1.220 2.517  1.123
C 0.122 3.040 2.400  -0.374
C -1.170 3.567 2.337  -0.132
C -1.384 4.917 2.102  -0.071
C -0.303 5.767 1.906  -0.076
C 0.986 5.255 1.947  -0.073
C 1.199 3.903 2.188  -0.085
C -0.386 0.844 4.182  -0.373
C -0.212 -0.468 4.633  -0.110
C -0.658 -0.851 5.889  -0.078
C -1.314 0.063 6.706  -0.081
C -1.511 1.360 6.259  -0.072
C -1.046 1.752 5.006  -0.085
H 5.914 -3.043 1.710  0.092
H 4.300 -2.845 2.417  0.088
H 5.720 -2.230 3.274  0.091
H 7.178 -0.998 0.840  0.079
H 6.964 -0.175 2.369  0.079
H 6.409 0.595 0.877  0.104
H 6.272 -2.150 -0.557  0.116
H 5.335 -2.667 -2.763  0.115
H 2.993 -2.159 -3.230  0.103
H -1.082 -0.013 -3.745  0.096
H -0.998 1.701 -5.506  0.115
H 1.104 2.945 -5.940  0.109
H 3.123 2.453 -4.598  0.109
H 3.055 0.733 -2.840  0.105
H -0.261 -3.490 -0.914  0.063
H -0.706 -5.653 -1.971  0.112
H -0.330 -5.941 -4.404  0.109
H 0.487 -4.036 -5.753  0.111
H 0.964 -1.879 -4.690  0.109
H 1.995 2.062 4.708  0.119
H 4.324 1.554 5.367  0.113
H 5.707 0.143 3.920  0.115
H -2.032 2.918 2.470  0.088
H -2.394 5.305 2.071  0.110
H -0.467 6.820 1.717  0.108
H 1.834 5.911 1.790  0.109
H 2.211 3.523 2.213  0.101
H 0.313 -1.183 4.007  0.103
H -0.482 -1.864 6.235  0.106
H -1.655 -0.230 7.691  0.107
H -2.017 2.080 6.891  0.109
H -1.184 2.778 4.689  0.093

Atoms 1-6, force components in eV/Å:
Mg 0.2 -0.3 0.3
C 0.1 -0.2 -0.2
N -0.2 0.0 0.2
C 0.1 0.1 -0.1
C 0.1 -0.1 -0.1
N -0.1 0.1 0.1

Question: Which value of net charge does entry 2 give?
Answer: +1